Record 1
ORCA calculation (the ωB97M-V functional and the def2-TZVPD basis) on a structure of composition C21H27NOP2Tm.

```
! RIJCOSX wB97M-V def2-TZVPD def2/J DEFGRID3
* xyz 1 3
C -2.0375 2.8093 -2.2480
C -1.6299 1.5226 -1.9001
C -0.3068 1.1228 -2.2696
C 0.7035 2.1607 -2.4262
C 0.2710 3.5092 -2.5006
C -1.0871 3.8067 -2.5313
C 2.0399 1.7464 -2.3784
C 2.3743 0.4101 -2.1240
C 1.2777 -0.5302 -1.9961
C 1.5228 -1.7838 -1.3509
C 2.8324 -2.2534 -1.3111
C 3.9192 -1.3911 -1.5531
C 3.6924 -0.0522 -1.8587
H -3.1074 3.0437 -2.2764
H 1.0192 4.2975 -2.5930
H -1.4172 4.8180 -2.7537
H 2.8330 2.4899 -2.4792
H 3.0163 -3.3086 -1.0921
H 4.9396 -1.7688 -1.4960
H 4.5151 0.6580 -1.9110
N 0.0291 -0.1795 -2.3752
Tm 0.4193 0.6301 2.5533
C -2.4576 0.5808 -1.0452
H -2.2493 -0.4620 -1.3347
H -3.5344 0.8041 -1.1482
C 0.3759 -2.4920 -0.6635
H -0.5531 -2.2631 -1.2086
H 0.5572 -3.5811 -0.6291
P -1.9961 0.6954 0.7900
P 0.1206 -1.8848 1.1120
C 1.4136 -2.8646 1.9604
H 1.2979 -2.7577 3.0487
H 1.2947 -3.9188 1.6767
H 2.4057 -2.5018 1.6658
C -1.3590 -2.9029 1.4692
H -1.0345 -3.9483 1.5752
H -1.8253 -2.5681 2.4048
H -2.0825 -2.8194 0.6450
C -2.5790 2.4088 1.1226
H -3.6312 2.4871 0.8085
H -2.4830 2.6275 2.1958
H -1.9617 3.1186 0.5597
C -3.4822 -0.2050 1.3885
H -3.3965 -0.4369 2.4560
H -4.3555 0.4398 1.2237
H -3.6113 -1.1394 0.8298
C -1.1452 -0.5635 3.9111
O -1.9578 -1.0624 4.5684
H 0.2900 2.3420 2.2768
C 2.7294 0.2722 2.3118
H 3.1231 1.2846 2.1313
H 3.1654 -0.0762 3.2621
H 3.1029 -0.3704 1.5067
*
```

Computed properties:
ΔE to the lowest compared entry with this formula, charge and spin in kJ/mol: 0.0
HOMO energy (spin up / spin down) in eV: -10.3049 / -10.3042

These are the Löwdin partial charges, in e, on atoms 1 to 2: -0.037, -0.222

---

Record 2
ORCA calculation (the ωB97M-V functional and the def2-TZVPD basis) on the molecule C21H27NS.

```
! RIJCOSX wB97M-V def2-TZVPD def2/J DEFGRID3
* xyz 0 1
C 6.7662 -1.5510 0.2819
C 5.2062 -1.2461 0.2966
C 4.8995 0.2088 -0.2590
C 3.6036 0.2514 -1.1749
C 2.7262 1.5740 -0.9495
C 1.2856 1.0872 -0.4893
C 0.3326 2.2911 -0.0700
C -0.3072 2.0262 1.3647
C -1.8894 2.2840 1.4033
C -2.5750 0.9524 1.8716
C -2.2191 0.4265 3.1964
C -2.7840 -0.8145 3.7121
C -3.7193 -1.5714 2.8955
C -4.0632 -1.0562 1.5836
C -3.5128 0.2062 1.0450
N -3.8886 0.6925 -0.2712
C -3.7418 -0.3186 -1.3089
C -3.0048 0.0098 -2.5108
C -2.8632 -1.0299 -3.5231
C -3.4587 -2.3459 -3.3884
C -4.2116 -2.6922 -2.1711
C -4.3299 -1.6654 -1.1564
S -5.1895 -1.9413 0.4401
H 7.3716 -0.6484 0.5523
H 7.1049 -1.9688 -0.6979
H 6.9894 -2.3458 1.0519
H 4.7045 -2.0526 -0.3075
H 4.8790 -1.3735 1.3677
H 4.8459 0.8991 0.6168
H 5.7662 0.4784 -0.9286
H 3.8320 0.1038 -2.2638
H 2.9780 -0.6314 -0.8625
H 3.1685 2.2101 -0.1317
H 2.6818 2.1569 -1.9073
H 1.4707 0.3745 0.3648
H 0.7978 0.4958 -1.3043
H -0.4895 2.3621 -0.8339
H 0.9071 3.2486 -0.0246
H 0.2041 2.6379 2.1585
H -0.1360 0.9507 1.6288
H -2.1047 3.1390 2.0900
H -2.2448 2.5508 0.3798
H -1.4725 1.0139 3.7875
H -2.4272 -1.1322 4.7197
H -4.1673 -2.5271 3.2383
H -4.9002 0.8981 -0.2482
H -2.5342 1.0041 -2.6558
H -2.2741 -0.8012 -4.4363
H -3.3397 -3.1327 -4.1704
H -4.6729 -3.6878 -2.0014
*
```

Computed properties:
HOMO energy in eV: -8.2056

These are the Löwdin partial charges, in e, on atoms 1 to 2: -0.141, -0.261

---

Record 3
ORCA calculation (the ωB97M-V functional and the def2-TZVPD basis) on a structure of composition C21H28AsCuN3OSi2.

```
! RIJCOSX wB97M-V def2-TZVPD def2/J DEFGRID3
* xyz -1 1
Cu 1.6634 0.9397 -0.2959
O -0.1558 1.7444 -0.6765
N -0.1683 0.5310 -0.9989
C 2.8719 -0.6464 -0.5543
C 2.2809 -1.9523 -0.8304
C 2.0921 -2.4881 -2.1503
C 1.4412 -3.6913 -2.3643
C 0.9859 -4.4377 -1.2203
C 1.2703 -3.9767 0.0652
C 1.8476 -2.7561 0.2692
C 0.2884 -5.6599 -1.3631
N -0.4100 -6.6259 -1.2694
H 3.4929 -0.3998 -1.3884
H 3.4512 -0.7554 0.3749
H 2.4314 -1.8081 -3.0006
H 1.3805 -4.1860 -3.3231
H 1.0550 -4.5924 0.9355
H 1.8779 -2.3253 1.2523
N 5.6660 6.1747 2.8694
C 5.0424 5.4143 2.2629
C 4.2021 4.4279 1.6449
C 3.3634 3.6826 2.4105
C 2.7240 2.5861 1.8276
C 2.8170 2.3369 0.4602
C 3.7112 3.1656 -0.3434
C 4.4099 4.1567 0.2670
H 3.3068 3.7996 3.4625
H 2.1946 1.9302 2.5360
H 3.8116 2.9741 -1.4177
H 5.1276 4.8096 -0.3069
C -3.4895 0.5165 2.4198
Si -2.1249 1.2632 1.3667
C -0.8359 2.0267 2.4432
C -2.8027 2.4966 0.1793
As -1.0694 -0.6924 0.2996
Si -2.7027 -1.4426 -1.1652
C -3.6765 -0.2825 -2.2646
C -1.8591 -2.6971 -2.4154
C -4.0007 -2.3905 -0.1741
H -3.9589 1.3887 2.9919
H -3.1441 -0.1915 3.1740
H -4.2725 0.0399 1.8203
H -1.2128 2.9386 2.8797
H 0.0249 2.2252 1.7698
H -0.4820 1.3665 3.2071
H -3.7399 3.0290 0.4922
H -3.0277 2.1395 -0.8008
H -2.0198 3.2395 0.0576
H -3.0085 0.3561 -2.7791
H -4.5326 0.1832 -1.7716
H -4.1937 -0.9103 -2.9950
H -0.7896 -2.5245 -2.5881
H -2.4260 -2.7084 -3.3495
H -1.8997 -3.7522 -2.0688
H -4.5196 -1.8829 0.6462
H -3.5821 -3.2762 0.3746
H -4.7273 -2.8304 -0.8846
*
```

Computed properties:
ΔE to the lowest compared entry with this formula, charge and spin in kJ/mol: 134.3
HOMO energy (spin up / spin down) in eV: -4.4570 / -4.3093

These are the Löwdin partial charges, in e, on atoms 1 to 2: 0.390, -0.339

---

Record 4
ORCA calculation (the ωB97M-V functional and the def2-TZVPD basis) on a structure of composition C21H28AuBN5.

```
! RIJCOSX wB97M-V def2-TZVPD def2/J DEFGRID3
* xyz 1 3
Au -1.8263 0.4234 -0.5615
C 2.3489 1.6937 0.3955
C 2.3925 1.0698 -1.0130
C 2.9228 -0.3337 -0.8975
C 4.2766 -0.5288 -0.7789
C 4.7958 -1.7952 -0.5126
C 3.9460 -2.8759 -0.2783
C 2.5797 -2.7522 -0.3883
C 1.7230 -3.8596 0.1780
C 1.4283 -3.5740 1.6657
C 2.0518 -1.4806 -0.8377
N 0.7657 -1.3018 -1.1954
C 0.0706 -2.2320 -1.8304
C -1.3099 -2.3310 -1.8259
C -2.0524 -3.4306 -2.3391
C -3.3576 -3.2570 -1.9529
C -3.4026 -2.0449 -1.2255
N -2.1949 -1.4852 -1.1588
H 1.9507 2.7108 0.3853
H 3.3531 1.7317 0.8228
H 1.7174 1.1008 1.0569
H 3.0488 1.6519 -1.6634
H 1.3966 1.0441 -1.4554
H 4.9450 0.3201 -0.8749
H 5.8679 -1.9304 -0.4339
H 4.3623 -3.8311 0.0309
H 2.2589 -4.8026 0.0828
H 0.7768 -3.9779 -0.3318
H 2.3548 -3.4360 2.2255
H 0.8767 -4.4043 2.1090
H 0.8272 -2.6668 1.7767
H 0.5884 -2.9929 -2.4121
H -1.6319 -4.2581 -2.8945
H -4.1984 -3.9049 -2.1502
H -4.2698 -1.5736 -0.7781
B -1.2463 -0.1617 4.0085
C -1.0902 -0.0845 2.4695
N -1.0148 -0.0076 1.3070
H -1.0740 0.9605 4.4406
H -2.3552 -0.6433 4.1816
H -0.4196 -0.9297 4.4575
C -0.4728 5.8158 -0.5976
C -1.3583 4.6340 -0.3885
C -2.6357 4.5224 0.1284
C -2.9570 3.1637 0.1062
N -1.9381 2.4862 -0.4336
N -0.9668 3.3890 -0.7001
C -4.2002 2.4763 0.5726
H -1.0364 6.7343 -0.4539
H -0.0526 5.8220 -1.6050
H 0.3523 5.8085 0.1169
H -3.2558 5.3287 0.4932
H -0.1001 3.0996 -1.1194
H -5.0144 3.1909 0.6626
H -4.0454 2.0105 1.5496
H -4.5013 1.6990 -0.1349
*
```

Computed properties:
HOMO energy (spin up / spin down) in eV: -11.3909 / -11.7190

These are the Löwdin partial charges, in e, on atoms 1 to 2: 1.137, -0.071

---

Largest force on an atom in hartree/bohr, matching the order above: 0.12501; 0.05347; 0.09727; 0.01378